DFT (ωB97M-V/def2-TZVPD) results for 10 unconnected molecules or ions with the total composition C50H70O15.

Structure (ORCA input):
```
! wB97M-V def2-TZVPD RIJCOSX def2/J DEFGRID3
* xyz 0 1
C 9.60 11.82 16.86
C 10.60 11.62 15.88
C 11.29 12.74 15.37
C 10.94 14.01 15.79
C 9.87 14.18 16.67
C 9.26 13.09 17.30
O 8.18 13.26 18.17
O 12.20 12.55 14.39
H 9.11 10.94 17.26
H 10.81 10.60 15.60
H 11.40 14.87 15.33
H 9.58 15.20 16.88
H 7.97 14.20 18.23
H 12.44 13.32 13.88
C 10.57 10.07 10.85
C 9.86 11.06 10.20
C 8.88 11.81 10.88
C 8.62 11.51 12.26
C 9.31 10.46 12.90
C 10.34 9.79 12.19
O 11.06 8.81 12.85
O 8.22 12.90 10.37
H 11.41 9.57 10.40
H 9.99 11.35 9.17
H 7.85 12.05 12.80
H 9.16 10.22 13.94
H 11.60 9.19 13.54
H 7.33 13.02 10.70
C 12.90 7.96 16.02
C 13.08 7.44 17.33
C 13.53 8.34 18.28
C 13.70 9.67 18.00
C 13.50 10.14 16.75
C 13.11 9.33 15.68
O 12.94 9.90 14.44
O 13.77 7.75 19.49
H 12.68 7.26 15.23
H 12.93 6.40 17.60
H 14.04 10.38 18.73
H 13.71 11.19 16.63
H 12.74 10.84 14.55
H 13.72 6.79 19.51
C 14.49 7.07 10.28
C 13.25 7.29 9.71
C 13.11 7.55 8.39
C 14.25 7.55 7.57
C 15.53 7.32 8.13
C 15.65 7.17 9.49
O 16.86 6.99 10.06
O 11.86 7.69 7.90
H 14.58 6.77 11.31
H 12.40 7.36 10.37
H 14.14 7.70 6.50
H 16.42 7.17 7.53
H 17.58 7.13 9.45
H 11.13 7.30 8.38
C 19.10 16.42 10.71
C 18.07 16.14 11.61
C 16.79 16.26 11.16
C 16.48 16.83 9.93
C 17.50 17.15 9.08
C 18.76 17.06 9.51
O 19.70 17.69 8.80
O 15.71 15.89 11.97
H 20.13 16.43 11.04
H 18.29 15.72 12.58
H 15.43 16.91 9.73
H 17.24 17.75 8.22
H 19.38 18.09 7.99
H 15.94 15.47 12.80
C 15.65 13.73 16.31
C 14.85 14.99 16.18
C 15.49 15.91 15.06
O 16.20 14.95 14.29
C 16.65 13.88 15.17
H 15.05 12.83 16.15
H 16.14 13.65 17.28
H 14.76 15.45 17.16
H 13.89 14.63 15.82
H 16.29 16.57 15.40
H 14.83 16.50 14.43
H 17.61 14.28 15.50
H 16.78 12.98 14.57
C 10.55 14.81 11.61
C 11.09 16.25 11.86
C 12.31 16.09 12.73
O 12.49 14.62 12.84
C 11.80 14.03 11.77
H 9.96 14.64 10.71
H 9.87 14.58 12.43
H 10.32 16.79 12.41
H 11.34 16.67 10.88
H 12.05 16.40 13.74
H 13.10 16.67 12.26
H 11.60 13.00 12.04
H 12.45 14.02 10.89
C 16.31 8.24 13.67
C 16.92 9.08 14.77
C 17.39 8.08 15.77
O 17.90 7.13 14.89
C 17.08 6.91 13.76
H 16.48 8.66 12.68
H 15.24 8.04 13.81
H 16.10 9.69 15.15
H 17.76 9.67 14.39
H 16.54 7.72 16.35
H 18.22 8.45 16.38
H 16.52 6.03 14.08
H 17.74 6.81 12.89
C 14.38 10.76 11.54
C 15.09 11.99 12.06
C 15.68 12.59 10.75
O 15.13 11.85 9.68
C 14.01 11.09 10.08
H 13.45 10.47 12.02
H 15.02 9.87 11.58
H 15.97 11.69 12.63
H 14.46 12.73 12.55
H 16.77 12.53 10.74
H 15.47 13.66 10.62
H 13.87 10.11 9.63
H 13.09 11.63 9.88
C 20.16 12.08 11.51
C 19.00 11.18 11.74
C 19.61 9.83 11.90
O 20.94 10.01 11.36
C 20.97 11.20 10.64
H 20.82 12.29 12.35
H 19.82 12.97 10.97
H 18.43 11.19 10.81
H 18.33 11.44 12.56
H 19.00 9.00 11.54
H 19.75 9.62 12.96
H 20.53 11.07 9.64
H 21.98 11.61 10.63
*
```

Computed properties:
- HOMO energy (eV) = -7.8
- HOMO-LUMO gap (eV) = 8.13
- SMILES = Oc1ccc(O)cc1.Oc1ccc(O)cc1.Oc1ccc(O)cc1.Oc1ccc(O)cc1.Oc1ccc(O)cc1.C1CCOC1.C1CCOC1.C1CCOC1.C1CCOC1.C1CCOC1

Löwdin population analysis, charges in e, atoms 1 to 5:
1. C 0.009
2. C -0.003
3. C -0.306
4. C -0.013
5. C -0.019


DFT (ωB97M-V/def2-TZVPD) results for C4H6O2 in the gas phase.

Structure (ORCA input):
```
! wB97M-V def2-TZVPD RIJCOSX def2/J DEFGRID3
* xyz 0 1
C -1.97 -0.13 -0.32
C -0.91 0.67 0.38
O -1.03 1.78 0.84
C 0.70 0.04 -0.04
O 0.13 -0.28 1.06
C 2.17 -0.26 -0.10
H -2.31 0.46 -1.18
H -1.61 -1.10 -0.66
H -2.83 -0.27 0.35
H 2.48 -0.85 0.78
H 2.48 -0.77 -1.02
H 2.69 0.70 -0.08
*
```

Computed properties:
- HOMO energy (eV) = -9.0
- HOMO-LUMO gap (eV) = 9.57

Löwdin population analysis, charges in e, atoms 1 to 5:
1. C -0.005
2. C -0.539
3. O 0.087
4. C -0.110
5. O 0.078


DFT (ωB97M-V/def2-TZVPD) results for 2 unconnected molecules or ions with the total composition C5H10N2O6.

Structure (ORCA input):
```
! wB97M-V def2-TZVPD RIJCOSX def2/J DEFGRID3
* xyz 0 1
C -0.98 -1.86 1.04
C -1.31 -1.19 -0.26
C -0.70 0.20 -0.41
C -1.10 0.86 -1.69
C 0.98 0.07 -0.50
O 1.57 1.19 -0.66
O 6.05 -0.19 0.13
N 5.26 0.74 0.45
O 5.43 1.64 1.30
O -0.77 0.99 0.77
N -2.13 1.44 1.32
O -2.71 0.56 1.91
O -2.34 2.61 1.10
H -1.44 -2.85 0.97
H 0.11 -1.95 1.13
H -1.42 -1.30 1.88
H -0.92 -1.82 -1.08
H -2.41 -1.13 -0.38
H -0.58 0.33 -2.51
H -2.16 0.80 -1.89
H -0.79 1.91 -1.70
H 1.28 -0.41 0.47
H 1.08 -0.64 -1.37
*
```

Computed properties:
- HOMO energy (spin up / spin down) (eV) = -9.9 / -10.2
- HOMO-LUMO gap (spin up / spin down) (eV) = 7.84 / 7.58

Löwdin population analysis, charges in e, atoms 1 to 5:
1. C -0.094
2. C -0.212
3. C -0.482
4. C -0.025
5. C -0.289


DFT (ωB97M-V/def2-TZVPD) results for a molecular structure, C31H57N5O8P2S2.

Structure (ORCA input):
```
! wB97M-V def2-TZVPD RIJCOSX def2/J DEFGRID3
* xyz 0 3
N 8.19 0.42 1.16
C 6.72 0.17 0.90
C 6.18 0.92 -0.42
C 5.09 2.10 -0.10
C 3.64 1.73 -0.68
C 2.46 2.71 -0.24
C 2.74 3.87 0.76
C 1.62 4.90 1.20
N 1.83 6.02 2.10
S 0.24 6.70 2.10
N -0.72 5.74 1.08
C 0.18 4.71 0.59
C -0.17 3.56 -0.45
C -1.67 3.53 -1.01
C -2.54 2.25 -0.57
C -2.21 1.68 0.90
S -3.71 1.19 1.89
O -3.54 -0.28 2.27
O -3.84 1.94 3.22
O -5.17 1.35 1.08
C 0.97 2.59 -0.82
P 0.68 1.19 -2.06
P 0.71 -0.74 -0.99
O -0.75 -1.26 -0.82
O 1.36 -0.56 0.58
O 1.52 -1.96 -1.91
H 8.77 -0.28 0.65
H 8.30 0.26 2.18
H 6.60 -0.98 0.81
H 6.15 0.58 1.80
H 5.75 0.22 -1.22
H 7.11 1.43 -0.91
H 5.09 2.35 1.02
H 5.46 3.02 -0.70
H 3.45 0.62 -0.45
H 3.73 1.82 -1.84
H 3.78 4.05 1.22
H -1.64 3.55 -2.16
H -2.22 4.48 -0.68
H -3.65 2.59 -0.59
H -2.48 1.42 -1.38
H -1.61 0.70 0.74
H -1.61 2.41 1.56
H -5.22 0.70 0.33
H -0.69 1.31 -2.54
H 1.61 -1.43 0.96
H 2.01 -1.56 -2.68
C -0.50 -0.50 -8.99
C 0.82 -0.67 -8.19
C 1.63 -1.82 -8.83
C 1.01 -3.18 -8.54
C 0.83 -3.39 -7.04
C 0.09 -2.24 -6.32
N 0.57 -0.89 -6.73
O 1.75 -0.65 -6.08
C -1.43 -2.33 -6.56
C 0.22 -2.49 -4.79
C 1.54 0.69 -8.44
H -0.29 -0.13 -10.00
H -1.04 -1.43 -9.14
H -1.17 0.22 -8.50
H 2.66 -1.81 -8.46
H 1.70 -1.68 -9.91
H 0.05 -3.29 -9.06
H 1.66 -3.97 -8.94
H 0.30 -4.34 -6.87
H 1.83 -3.52 -6.60
H -1.95 -1.48 -6.10
H -1.85 -3.24 -6.11
H -1.72 -2.37 -7.60
H 1.26 -2.58 -4.47
H -0.27 -3.43 -4.51
H -0.25 -1.69 -4.22
H 0.97 1.52 -8.01
H 1.65 0.88 -9.51
H 2.56 0.71 -8.03
C -3.75 0.05 5.75
C -2.43 -0.09 6.53
C -1.61 -1.24 5.90
C -2.21 -2.61 6.19
C -2.39 -2.82 7.69
C -3.13 -1.68 8.41
N -2.67 -0.32 8.00
O -1.49 -0.07 8.65
C -4.66 -1.78 8.19
C -2.99 -1.92 9.94
C -1.72 1.27 6.28
H -3.56 0.43 4.73
H -4.29 -0.88 5.60
H -4.43 0.76 6.24
H -0.58 -1.22 6.26
H -1.55 -1.10 4.81
H -3.17 -2.73 5.68
H -1.56 -3.39 5.78
H -2.90 -3.77 7.86
H -1.38 -2.94 8.13
H -5.18 -0.94 8.65
H -5.06 -2.69 8.64
H -4.95 -1.83 7.14
H -1.95 -2.00 10.26
H -3.47 -2.87 10.23
H -3.47 -1.13 10.52
H -2.30 2.09 6.71
H -1.63 1.46 5.21
H -0.71 1.30 6.68
*
```

Computed properties:
- HOMO energy (spin up / spin down) (eV) = -8.4 / -8.8
- HOMO-LUMO gap (spin up / spin down) (eV) = 6.78 / 7.19

Löwdin population analysis, charges in e, atoms 1 to 5:
1. N -0.058
2. C -0.279
3. C -0.189
4. C -0.211
5. C -0.212


DFT (ωB97M-V/def2-TZVPD) results for 2 unconnected molecules or ions with the total composition C4H11OS.

Structure (ORCA input):
```
! wB97M-V def2-TZVPD RIJCOSX def2/J DEFGRID3
* xyz 0 2
C -1.57 -0.71 0.79
O -1.39 -0.81 -0.55
C -2.01 0.72 1.19
C -1.25 1.83 0.45
H -0.64 -0.94 1.33
H -2.34 -1.40 1.19
H -1.97 0.85 2.28
H -3.06 0.81 0.92
H -1.64 2.84 0.57
H -1.37 1.60 -0.61
H -0.18 1.79 0.65
C 1.58 -1.18 -1.42
S 2.36 0.01 -0.29
H 0.49 -1.13 -1.34
H 1.83 -0.91 -2.45
H 1.92 -2.19 -1.24
H 1.75 -0.42 0.80
*
```

Computed properties:
- HOMO energy (spin up / spin down) (eV) = -9.0 / -9.0
- HOMO-LUMO gap (spin up / spin down) (eV) = 9.87 / 7.20

Löwdin population analysis, charges in e, atoms 1 to 5:
1. C -0.326
2. O -0.001
3. C -0.221
4. C -0.106
5. H 0.134


DFT (ωB97M-V/def2-TZVPD) results for a molecular structure, C18H15Cl2LuNO6Te.

Structure (ORCA input):
```
! wB97M-V def2-TZVPD RIJCOSX def2/J DEFGRID3
* xyz -1 1
Lu -0.40 0.19 -1.97
O -1.93 -1.69 1.53
C -1.57 -1.50 0.40
O -1.27 -0.34 -0.08
C -1.57 -2.51 -0.64
C -1.93 -3.91 -0.51
C -1.44 -4.76 -1.59
C -0.63 -4.26 -2.63
C -0.56 -2.88 -2.73
N -1.10 -2.05 -1.82
C 0.22 -2.17 -3.84
O 0.80 -2.85 -4.67
O 0.17 -0.87 -3.72
H -2.23 -4.17 0.49
H -1.61 -5.84 -1.48
H -0.17 -4.96 -3.34
C 0.35 2.20 5.03
C 0.75 1.87 3.60
C 1.03 2.77 2.63
C 1.42 2.37 1.32
C 1.53 3.28 0.16
C 1.73 0.93 1.10
Te 2.51 0.14 -0.67
C 1.57 0.02 2.16
C 1.75 -1.44 1.90
C 1.04 0.54 3.35
H -0.60 1.69 5.24
H 0.25 3.28 5.29
H 1.17 1.78 5.67
H 0.91 3.86 2.84
H 1.31 4.33 0.40
H 0.97 2.96 -0.72
H 2.57 3.19 -0.16
H 2.83 -1.66 1.71
H 1.29 -1.79 0.99
H 1.60 -2.01 2.81
H 0.89 -0.15 4.22
Cl -2.90 3.14 -4.52
C -1.90 2.07 -3.62
Cl -2.86 0.52 -3.04
C -1.19 2.87 -2.50
O -1.59 3.94 -2.10
O -0.07 2.22 -2.17
H -1.14 1.66 -4.33
*
```

Computed properties:
- HOMO energy (eV) = -4.0
- HOMO-LUMO gap (eV) = 5.90

Löwdin population analysis, charges in e, atoms 1 to 5:
1. Lu 1.392
2. O 0.092
3. C -0.646
4. O -0.208
5. C -0.163


no.,molar mass (g/mol),E_tot (eV)
1,911.09,-83692.6729
2,86.09,-8337.1775
3,194.14,-20601.4583
4,753.91,-97139.5084
5,107.20,-17206.5522
6,714.79,-98649.7755